Record 1
Molecular formula: C45H79ClF10NO16PS
Method: DFT, ωB97M-V with the def2-TZVPD basis set

Element x y z (Å)
1 C 5.902 -2.332 1.788
2 C 6.014 -2.052 3.285
3 C 4.828 -1.320 3.938
4 C 4.219 -0.205 3.102
5 C 3.040 0.504 3.807
6 C 1.875 0.780 2.852
7 C 2.056 2.002 1.940
8 C 0.846 2.303 1.021
9 C 0.967 1.780 -0.440
10 C 1.027 0.248 -0.604
11 C -0.270 -0.506 -0.242
12 C 0.035 -1.931 0.244
13 C -1.046 -2.689 1.085
14 C -2.284 -2.900 0.098
15 F -1.859 -2.776 -1.177
16 F -2.821 -4.147 0.211
17 C -3.573 -1.998 0.141
18 F -3.257 -0.685 0.200
19 F -4.205 -2.199 -1.037
20 C -4.646 -2.341 1.228
21 F -4.089 -2.781 2.359
22 F -5.440 -3.311 0.754
23 C -5.547 -1.134 1.585
24 F -4.870 -0.246 2.280
25 F -6.552 -1.552 2.315
26 F -6.020 -0.561 0.503
27 C -1.341 -1.716 2.266
28 S -1.225 -2.231 3.957
29 O -0.898 -1.049 4.705
30 O -2.335 -3.042 4.350
31 O 0.071 -3.125 3.925
32 C 0.649 -3.690 2.735
33 P 1.716 -5.053 3.474
34 N 1.785 -4.954 5.005
35 O 3.115 -5.014 2.700
36 O 1.028 -6.356 2.878
37 C -0.377 -4.046 1.610
38 C -1.419 -4.995 2.348
39 C -1.765 -6.343 1.772
40 O -1.868 -6.682 0.652
41 Cl -2.144 -7.481 3.077
42 C 0.394 -4.810 0.489
43 F -0.385 -4.798 -0.676
44 C 1.811 -4.404 0.053
45 C 2.638 -5.632 -0.333
46 H 5.635 -1.441 1.218
47 H 5.155 -3.104 1.569
48 H 6.856 -2.693 1.397
49 H 6.933 -1.490 3.474
50 H 6.141 -3.014 3.792
51 H 5.181 -0.896 4.880
52 H 4.028 -2.020 4.223
53 H 3.845 -0.630 2.163
54 H 4.981 0.530 2.830
55 H 2.673 -0.138 4.614
56 H 3.400 1.438 4.248
57 H 1.776 -0.106 2.235
58 H 0.949 0.914 3.420
59 H 2.208 2.847 2.621
60 H 2.969 1.915 1.341
61 H -0.048 1.926 1.528
62 H 0.718 3.387 0.955
63 H 1.908 2.168 -0.838
64 H 0.161 2.196 -1.052
65 H 1.848 -0.091 0.023
66 H 1.306 0.005 -1.632
67 H -0.872 -0.529 -1.152
68 H -0.798 0.074 0.511
69 H 0.926 -1.851 0.865
70 H 0.312 -2.527 -0.615
71 H -0.629 -0.893 2.245
72 H -2.324 -1.260 2.255
73 H 1.391 -2.966 2.380
74 H 2.718 -4.836 5.383
75 H 3.526 -4.137 2.776
76 H 1.561 -7.135 3.115
77 H -1.128 -5.164 3.381
78 H -2.375 -4.478 2.437
79 H 0.446 -5.855 0.786
80 H 2.368 -3.804 0.769
81 H 1.714 -3.795 -0.847
82 H 2.621 -6.384 0.457
83 H 3.678 -5.350 -0.503
84 H 2.234 -6.087 -1.241
85 C -6.504 -6.193 0.293
86 C -5.077 -6.665 0.462
87 O -4.997 -7.911 1.159
88 C -5.099 -9.100 0.534
89 C -5.526 -9.149 -0.917
90 O -4.897 -10.099 1.168
91 H -7.101 -6.877 -0.312
92 H -6.528 -5.213 -0.181
93 H -6.982 -6.120 1.270
94 H -4.535 -6.718 -0.482
95 H -4.532 -5.966 1.093
96 H -6.603 -9.311 -0.948
97 H -5.034 -10.000 -1.379
98 H -5.288 -8.257 -1.489
99 C -0.821 4.358 -6.035
100 C -1.008 3.989 -4.579
101 O 0.185 3.483 -3.965
102 C 1.134 4.315 -3.473
103 C 1.077 5.783 -3.822
104 O 2.020 3.834 -2.823
105 H -0.097 5.161 -6.160
106 H -1.766 4.683 -6.461
107 H -0.457 3.490 -6.588
108 H -1.398 4.828 -4.002
109 H -1.726 3.177 -4.480
110 H 1.716 5.951 -4.688
111 H 1.472 6.355 -2.986
112 H 0.083 6.159 -4.040
113 C -0.962 9.703 -5.692
114 C -1.161 9.425 -4.217
115 O 0.038 8.972 -3.579
116 C 0.982 9.807 -3.096
117 C 0.924 11.277 -3.440
118 O 1.875 9.335 -2.449
119 H -0.249 10.511 -5.856
120 H -1.910 9.982 -6.153
121 H -0.584 8.812 -6.192
122 H -1.573 10.284 -3.685
123 H -1.862 8.603 -4.085
124 H 1.558 11.448 -4.310
125 H 1.333 11.832 -2.600
126 H -0.073 11.653 -3.652
127 C -4.605 5.170 -11.198
128 C -4.022 6.531 -10.884
129 O -3.619 6.650 -9.514
130 C -2.417 6.239 -9.072
131 C -1.524 5.411 -9.968
132 O -2.110 6.494 -7.938
133 H -3.871 4.375 -11.063
134 H -4.957 5.140 -12.229
135 H -5.446 4.962 -10.536
136 H -3.196 6.788 -11.548
137 H -4.779 7.303 -11.007
138 H -1.701 4.360 -9.743
139 H -0.493 5.648 -9.722
140 H -1.674 5.574 -11.031
141 C 6.080 0.246 10.126
142 C 5.702 0.819 8.776
143 O 5.342 -0.197 7.834
144 C 4.093 -0.709 7.762
145 C 3.081 -0.394 8.836
146 O 3.842 -1.452 6.852
147 H 5.242 -0.271 10.593
148 H 6.407 1.042 10.795
149 H 6.893 -0.471 10.013
150 H 4.910 1.564 8.855
151 H 6.560 1.313 8.324
152 H 3.104 -1.199 9.570
153 H 2.099 -0.380 8.371
154 H 3.239 0.553 9.346

## Properties
HOMO energy   -9.5 eV
SMILES   CCCCCCCCCCCC[C@]1(C(F)(F)C(F)(F)C(F)(F)C(F)(F)F)CS(=O)(=O)O[C@@H](P(=N)(O)O)[C@]1(CC(=O)Cl)[C@@H](F)CC.CCOC(C)=O.CCOC(C)=O.CCOC(C)=O.CCOC(C)=O.CCOC(C)=O
LUMO   0.5 eV

Mulliken atomic charge list, values in e, 4 entries: number 1, C, carries -0.93; number 2, C, carries -0.79; number 3, C, carries 0.02; number 4, C, carries -0.13

***

Record 2
Molecular formula: C6H8
Method: DFT, ωB97M-V with the def2-TZVPD basis set

Element x y z (Å)
1 C 2.986 -0.303 -0.560
2 C 1.784 -0.197 -0.569
3 C 0.348 -0.137 -0.506
4 C -0.383 -1.028 -1.182
5 C -0.288 0.912 0.392
6 C -1.515 0.350 1.115
7 H 4.049 -0.421 -0.560
8 H 0.075 -1.746 -1.852
9 H -1.463 -1.064 -1.076
10 H 0.447 1.280 1.114
11 H -0.563 1.779 -0.224
12 H -1.306 -0.681 1.431
13 H -1.773 0.929 2.007
14 H -2.398 0.327 0.469

## Properties
HOMO energy   -9.1 eV
Energy relative to the best compared isomer or geometry (same formula, charge and spin)   1.574 eV
SMILES   C#CC(=C)CC
LUMO   1.0 eV

Mulliken atomic charge list, values in e, 4 entries: number 1, C, carries 0.19; number 2, C, carries -0.57; number 3, C, carries 0.20; number 4, C, carries -0.89

***

Record 3
Molecular formula: C14H21AsN2O9S5SbTc
Method: DFT, ωB97M-V with the def2-TZVPD basis set

Element x y z (Å)
1 Tc 0.763 0.518 0.696
2 C 0.321 5.165 0.105
3 N -0.803 4.250 0.263
4 C -2.094 4.868 0.507
5 C -0.527 2.980 0.321
6 O 0.643 2.502 0.203
7 C -1.673 1.955 0.520
8 O -1.304 0.597 0.091
9 C -1.526 0.234 -1.313
10 C -0.122 0.302 -2.046
11 O 0.904 0.361 -1.339
12 N -0.097 0.473 -3.323
13 C -1.329 0.267 -4.105
14 C 1.136 0.877 -4.086
15 H 0.900 4.937 -0.847
16 H -0.111 6.200 0.121
17 H 1.032 5.026 0.901
18 H -2.440 5.446 -0.360
19 H -2.791 4.050 0.537
20 H -1.993 5.479 1.376
21 H -1.760 1.894 1.604
22 H -2.647 2.294 0.134
23 H -1.979 -0.773 -1.365
24 H -2.119 1.001 -1.799
25 H -1.037 -0.221 -5.039
26 H -2.026 -0.447 -3.678
27 H -1.840 1.215 -4.286
28 H 1.170 0.204 -4.938
29 H 1.094 1.949 -4.325
30 H 1.949 0.731 -3.399
31 O -2.027 -3.240 0.794
32 As -0.517 -2.834 1.701
33 O -0.894 -2.142 3.114
34 O 1.727 -0.198 2.153
35 C 0.726 -4.259 1.504
36 C 0.756 -5.416 2.253
37 C 1.526 -6.434 1.721
38 C 2.332 -6.198 0.629
39 C 2.346 -5.004 -0.057
40 C 1.483 -4.052 0.376
41 S 1.380 -2.505 -0.549
42 O 0.641 -2.562 -1.727
43 O 2.615 -1.800 -0.433
44 O 0.327 -1.774 0.483
45 H -2.785 -2.820 1.123
46 H 0.023 -5.653 3.015
47 H 1.516 -7.437 2.110
48 H 2.871 -7.031 0.245
49 H 2.978 -4.824 -0.917
50 S 2.120 2.505 5.199
51 Sb -0.157 2.937 5.975
52 S 1.843 2.539 3.123
53 S 0.748 0.870 2.949
54 S -1.271 2.999 4.084

## Properties
HOMO energy   -14.2 eV
Charge   +2
LUMO   -6.7 eV

Mulliken atomic charge list, values in e, 4 entries: number 1, Tc, carries 0.86; number 2, C, carries -0.85; number 3, N, carries 0.13; number 4, C, carries -0.99

***

Record 4
Molecular formula: C4H16N2O5
Method: DFT, ωB97M-V with the def2-TZVPD basis set

Element x y z (Å)
1 C -0.263 2.983 1.131
2 N 0.543 2.302 0.127
3 C 0.150 1.009 -0.278
4 C 0.603 0.515 -1.668
5 O 1.075 -0.859 -1.560
6 C -1.385 0.752 -0.215
7 N -1.798 -0.157 0.703
8 O -2.244 1.398 -0.800
9 H -1.136 3.492 0.669
10 H 0.296 3.828 1.569
11 H -0.653 2.299 1.884
12 H 1.140 2.924 -0.388
13 H 0.476 0.200 0.422
14 H -0.243 0.409 -2.350
15 H 1.550 0.990 -1.956
16 H 0.348 -1.457 -1.842
17 H -1.251 -0.843 1.200
18 H -2.805 -0.211 0.706
19 O 0.122 -2.562 1.184
20 H 1.000 -2.123 1.229
21 H 0.110 -3.181 1.922
22 O 2.527 -1.560 0.699
23 H 3.024 -0.758 0.923
24 H 2.209 -1.405 -0.218
25 O -0.976 -2.600 -1.399
26 H -0.519 -2.825 -0.567
27 H -1.899 -2.557 -1.127

## Properties
HOMO energy   -8.4 eV
Energy relative to the best compared isomer or geometry (same formula, charge and spin)   1.405 eV
SMILES   CN[C@H](CO)C(N)=O.O.O.O
LUMO   0.5 eV

Mulliken atomic charge list, values in e, 4 entries: number 1, C, carries -0.92; number 2, N, carries -0.28; number 3, C, carries 0.94; number 4, C, carries -0.83

***

Record 5
Molecular formula: C3H8N2O
Method: DFT, ωB97M-V with the def2-TZVPD basis set

Element x y z (Å)
1 C 0.984 -0.802 1.308
2 N 1.566 -1.425 0.358
3 C 1.000 -2.482 -0.460
4 H 1.203 -0.130 2.152
5 H -0.147 -1.000 1.312
6 H 0.447 -2.141 -1.469
7 H 1.834 -3.094 -0.804
8 H 0.534 -3.189 0.205
9 N -0.464 2.548 -0.601
10 C -1.284 1.370 -0.727
11 O -1.722 0.772 0.302
12 H -0.544 3.213 -1.379
13 H -0.224 2.710 0.381
14 H -1.234 1.082 -1.844

## Properties
HOMO energy   -8.6 eV
Energy relative to the best compared isomer or geometry (same formula, charge and spin)   3.343 eV
SMILES   C=NC.NC=O
LUMO   0.9 eV

Mulliken atomic charge list, values in e, 4 entries: number 1, C, carries -0.12; number 2, N, carries -0.48; number 3, C, carries -0.71; number 4, H, carries 0.29

***

Record 6
Molecular formula: C3H4N4O
Method: DFT, ωB97M-V with the def2-TZVPD basis set

Element x y z (Å)
1 C -0.597 -1.392 -0.461
2 N -1.602 -0.593 -0.566
3 N -1.707 0.415 0.393
4 C -0.818 1.348 0.291
5 O 0.281 1.343 -0.538
6 C 1.464 0.610 -0.256
7 N 1.578 -0.570 0.180
8 N 0.421 -1.339 0.515
9 H -0.528 -2.209 -1.152
10 H -0.886 2.229 0.895
11 H 2.383 1.115 -0.624
12 H 0.012 -0.956 1.324

## Properties
HOMO energy   -9.6 eV
Energy relative to the best compared isomer or geometry (same formula, charge and spin)   4.170 eV
SMILES   c1nncocn[nH]1
LUMO   0.7 eV

Mulliken atomic charge list, values in e, 4 entries: number 1, C, carries -0.01; number 2, N, carries -0.29; number 3, N, carries -0.39; number 4, C, carries 0.02

***

Record-wise frontier orbital gap values, in eV: 9.91; 10.09; 7.52; 8.84; 9.56; 10.34